Molecular formula: C6H11N3
Method: DFT, ωB97M-V/def2-TZVPD

Geometry (Å):
C: 1.3601 -1.8360 0.2091
C: 2.2927 -0.7377 0.0473
C: -0.6798 -0.8379 -0.4602
C: 2.9663 1.4648 -0.4171
C: -2.7499 0.4914 -0.9958
C: -2.1883 -0.1760 1.2796
N: 0.0558 -1.6528 0.0794
N: 1.9168 0.4879 -0.1512
N: -1.7381 -0.2253 -0.0646
H: 1.6997 -2.7964 0.4030
H: 3.3523 -1.0148 0.2653
H: 2.6087 2.5398 -0.0901
H: 3.9511 1.2256 0.0057
H: 2.9666 1.6073 -1.4628
H: -2.6504 0.1525 -2.0968
H: -3.6901 0.2317 -0.4461
H: -2.5064 1.5882 -0.9737
H: -1.4785 -0.7017 1.9412
H: -2.3728 0.8850 1.6428
H: -3.1160 -0.6954 1.2851

Output
HOMO (spin up / spin down)	-7.1927 / -7.1941	eV
spin multiplicity	1
LUMO energy (spin up / spin down)	0.520 / 0.520	eV
E	-10866.99098	eV